Entry 1:
Formula: C4H14NO3
Source: OMol25
Level of theory: ωB97M-V/def2-TZVPD

```
! wB97M-V def2-TZVPD RIJCOSX def2/J DEFGRID3
* xyz -1 1
C -1.251 1.216 -0.870
H 0.906 -2.293 0.327
O 2.213 1.148 -0.151
C -2.375 0.211 -0.484
H -1.873 0.263 1.624
H 4.021 -0.801 0.903
H 3.681 0.398 0.114
H -0.868 1.777 0.054
H 0.070 -1.688 -0.874
C -1.848 -0.487 0.874
H 0.394 -0.186 0.630
N -0.059 -2.079 0.088
O -0.238 0.670 -1.641
H 2.600 1.993 -0.448
C -0.337 -0.933 0.959
H -0.213 -1.224 1.921
O 4.378 -0.266 0.109
H -1.547 2.049 -1.543
H 0.647 1.101 -1.232
H -2.507 -1.341 1.279
H -3.281 0.789 -0.245
H -2.514 -0.316 -1.393
*
```

Calculated values
E, a.u.: -441.2576
Max |F|, Eh/bohr: 0.087
HOMO, eV: -4.21

Entry 2:
Formula: C4H14NO3
Source: OMol25
Level of theory: ωB97M-V/def2-TZVPD

```
! wB97M-V def2-TZVPD RIJCOSX def2/J DEFGRID3
* xyz -1 1
H 1.200 0.027 1.892
H -1.126 0.672 -0.797
H -0.363 -2.223 -1.293
H -1.248 0.009 1.684
O -0.307 0.935 0.961
C 0.434 -1.580 -1.090
H 1.424 -2.170 -1.080
H 0.245 3.778 -0.100
N -0.937 0.458 -1.758
H -1.832 0.133 3.301
H 0.523 -0.738 -3.014
H 0.302 2.610 0.709
H -1.796 -0.114 -1.988
C 0.344 -1.432 0.496
H -0.695 -1.565 0.937
O 0.829 3.456 0.619
O -1.940 -0.475 2.423
H 1.243 0.179 -1.802
H 1.697 0.510 0.034
C 0.286 -0.363 -1.958
H 0.948 -2.167 1.010
C 0.769 0.060 0.813
*
```

Calculated values
E, a.u.: -441.2343
Max |F|, Eh/bohr: 0.080
HOMO, eV: -4.05

Entry 3:
Formula: C4H14NO3
Source: OMol25
Level of theory: ωB97M-V/def2-TZVPD

```
! wB97M-V def2-TZVPD RIJCOSX def2/J DEFGRID3
* xyz 1 1
O -1.103 1.758 -2.158
C -0.690 -0.251 1.863
O 1.490 2.846 0.987
O 0.959 -3.752 0.443
H -1.414 2.257 -2.922
H 2.258 3.101 1.511
H -2.349 -1.570 -0.153
H -1.189 -1.118 -1.471
C 1.022 0.341 -1.264
H 1.869 0.978 -1.470
H 0.834 -4.118 1.321
H -1.496 -0.882 2.245
H 0.592 1.285 0.451
H 0.680 -0.427 -1.939
H -0.795 0.761 2.258
H 1.283 -4.447 -0.145
H -1.888 1.293 -1.829
C -1.440 -1.046 -0.419
C -0.666 -0.329 0.377
N 0.357 0.531 -0.206
H 0.233 -0.699 2.249
H 1.451 3.490 0.270
*
```

Calculated values
E, a.u.: -441.0056
Max |F|, Eh/bohr: 0.034
HOMO, eV: -13.86

Entry 4:
Formula: C4H14NO3
Source: OMol25
Level of theory: ωB97M-V/def2-TZVPD

```
! wB97M-V def2-TZVPD RIJCOSX def2/J DEFGRID3
* xyz 1 1
H -1.548 -0.786 2.585
H 0.504 3.906 0.695
O 2.190 -1.901 -0.768
H -2.473 -1.116 -2.140
N 0.256 -0.209 -0.271
H -1.022 2.014 -0.104
H 2.089 -2.823 -0.488
H -2.121 -2.373 -1.160
H 1.964 3.531 0.471
C -1.234 1.339 0.770
C -0.750 -0.938 1.767
H 0.872 -1.042 -0.055
H -0.756 -1.941 1.280
H 3.153 -1.859 -0.677
H 1.345 -0.001 -2.085
O -1.837 -1.557 -1.563
H -0.044 1.126 -1.861
C -0.657 0.147 0.804
H -1.739 1.771 1.621
C 0.523 0.296 -1.414
O 1.063 3.320 0.221
H 0.223 -0.905 2.371
*
```

Calculated values
E, a.u.: -440.9871
Max |F|, Eh/bohr: 0.063
HOMO, eV: -13.43

Entry 5:
Formula: C4H14NO3Si
Source: OMol25
Level of theory: ωB97M-V/def2-TZVPD

```
! wB97M-V def2-TZVPD RIJCOSX def2/J DEFGRID3
* xyz 1 1
O -1.882 -0.880 -1.439
C 0.807 -1.084 -0.143
C 0.312 0.965 1.324
H -2.970 1.760 -0.376
O -1.928 -1.093 1.313
H 0.922 0.249 1.915
H 1.472 1.777 -1.008
H -0.625 1.280 1.694
H 0.332 -1.752 0.536
H 2.575 -0.161 -0.718
H 0.901 0.506 -2.021
H -2.466 -1.581 -1.650
Si -1.782 -0.169 0.026
H -2.760 -1.158 1.868
H -0.060 1.748 -1.612
N 2.391 -0.919 -0.005
H 0.669 -1.521 -1.143
H 2.811 -1.834 0.005
C 0.652 1.114 -1.262
H 0.870 1.866 1.381
O -2.742 1.137 0.323
H 2.413 -0.576 1.015
C 0.088 0.328 -0.023
*
```

Calculated values
SMILES: CC(C)(C[NH3+])[Si](O)(O)O
E, a.u.: -730.6522
Max |F|, Eh/bohr: 0.088
HOMO, eV: -13.95

Entry 6:
Formula: C4H14NO5P2S
Source: OMol25
Level of theory: ωB97M-V/def2-TZVPD

```
! wB97M-V def2-TZVPD RIJCOSX def2/J DEFGRID3
* xyz 1 1
H 0.581 0.707 2.529
O 4.479 1.856 0.497
S -2.794 -1.706 -0.630
H 0.972 0.774 -0.849
P 3.146 2.534 -0.008
O 2.794 3.733 0.948
C 0.384 1.274 1.619
C -4.234 -2.277 -1.532
H 3.350 -0.604 0.499
H -4.164 -3.355 -1.671
H 4.745 1.940 1.419
H -1.693 -1.839 -2.753
O -2.663 -2.520 0.609
P 1.637 0.917 0.367
H -4.286 -1.759 -2.488
C -1.028 1.030 1.048
O -1.292 1.393 -0.063
H 2.761 3.621 1.905
H 2.200 -0.899 1.671
H -5.109 -2.034 -0.932
O 3.060 2.787 -1.426
N 2.373 -0.512 0.752
C -1.582 -2.346 -1.795
H -1.751 0.520 1.703
H -0.593 -2.149 -1.383
H -1.724 -3.421 -1.904
H 0.432 2.337 1.866
*
```

Calculated values
E, a.u.: -1672.4464
Max |F|, Eh/bohr: 0.008
HOMO, eV: -11.37

Entry 7:
Formula: C4H14NO6
Source: OMol25
Level of theory: ωB97M-V/def2-TZVPD

```
! wB97M-V def2-TZVPD RIJCOSX def2/J DEFGRID3
* xyz -1 1
H 0.011 -2.279 1.910
H 0.835 -0.883 -1.122
H 1.035 -2.560 0.400
H -1.285 -1.037 -0.384
H -0.807 -0.846 2.192
C 0.326 0.612 -2.235
O 2.437 -0.051 0.951
H 0.828 1.462 -1.718
H 0.315 0.809 -3.292
H -2.298 0.443 0.149
N -0.204 0.350 0.502
O 0.383 1.610 2.377
H 1.952 -1.625 1.154
O -0.882 -1.858 2.214
O 1.427 -2.505 1.177
O -1.198 2.450 1.019
H 2.199 0.495 1.690
C -1.225 0.531 -1.837
O 0.991 -0.572 -2.056
C -0.264 1.409 1.351
H -1.855 -0.130 -2.410
H -1.652 1.523 -2.149
H 1.590 -0.038 0.353
C -1.385 0.098 -0.365
H -1.274 2.589 0.128
*
```

Calculated values
E, a.u.: -667.0381
Max |F|, Eh/bohr: 0.130
HOMO, eV: -4.65

Entry 8:
Formula: C4H14NOS
Source: OMol25
Level of theory: ωB97M-V/def2-TZVPD

```
! wB97M-V def2-TZVPD RIJCOSX def2/J DEFGRID3
* xyz 1 1
H 2.192 1.395 -0.227
S -0.901 0.647 -2.183
C 1.060 1.327 -0.216
H -1.272 0.135 0.363
C -1.260 -1.104 -2.921
H 0.539 2.340 -0.372
H 0.774 -0.668 -0.935
H -1.463 1.681 1.186
H 0.024 -2.462 3.081
H -0.706 -1.745 -2.326
H 1.170 -1.441 3.633
H 1.537 0.336 -2.169
H 0.885 1.501 1.983
C 0.599 0.732 1.251
O 0.136 -1.510 3.373
H -1.029 0.407 2.135
H -0.650 -1.226 -3.779
H -2.290 -1.186 -2.963
N -0.976 0.792 1.240
H 0.875 -0.277 1.266
C 0.754 0.327 -1.419
*
```

Calculated values
E, a.u.: -688.6765
Max |F|, Eh/bohr: 0.126
HOMO, eV: -12.52

Number 1: frontier orbital gap 0.2974 Eh. Number 2: frontier orbital gap 0.2957 Eh. Number 3: frontier orbital gap 0.3524 Eh. Number 4: frontier orbital gap 0.3425 Eh. Number 5: frontier orbital gap 0.3896 Eh. Number 6: frontier orbital gap 0.2737 Eh. Number 7: frontier orbital gap 0.2968 Eh. Number 8: frontier orbital gap 0.3439 Eh.